142
Properties=species:S:1:pos:R:3:forces:R:3:lowdin_charge:R:1 method="wB97M-V/def2-TZVPD" spin_multiplicity=1 e_lumo_ev=-5.800 fmax_ev_per_a=7.8 homo_energy_ev=-6.848
H 2.38345 -2.48651 -5.91108 -1.8 3.8 -0.6 -0.117
C -5.01594 5.01386 6.33081 -0.1 -0.2 -0.2 0.032
C -1.96532 -1.02568 -0.54068 -0.8 1.2 -1.0 -0.308
H 0.10104 -1.15854 -1.73057 -2.0 1.1 0.0 0.109
O 9.66078 -1.72438 0.16478 -1.7 -1.2 -1.6 0.127
C -3.26739 0.37678 1.95477 -1.6 0.5 0.8 -0.341
C 6.82166 0.06653 1.08139 -2.7 2.7 -0.4 -0.011
O -4.69220 7.31112 6.47126 -1.2 -1.0 -0.8 0.039
O 2.51314 -1.96024 0.79111 -2.5 2.5 -0.1 -0.022
N -7.04893 2.31161 7.70152 -0.5 -0.6 0.2 -0.621
C 5.76421 1.37472 3.40961 -0.9 0.4 -3.9 -0.043
H 0.46927 -4.74736 -0.47616 1.0 -1.5 1.4 0.090
H 1.26545 2.17834 1.68241 -1.3 0.2 1.8 0.111
C -4.07503 -0.49691 -6.14940 0.0 -0.3 0.4 -0.020
C -2.42966 -0.27660 -8.11525 0.4 -0.3 -0.1 -0.027
H 2.04914 -2.16000 -0.08316 0.9 0.4 1.7 0.104
H -2.48858 -2.68838 -2.47340 1.8 1.7 -1.2 0.049
H -0.11902 -1.90595 3.37599 -1.7 0.0 -1.7 0.054
H 1.86913 5.32573 2.46031 2.4 -0.5 -0.6 0.048
C 2.96796 4.98242 2.16442 -0.1 0.5 -0.8 -0.204
C 2.33374 -0.22493 -6.98958 -2.3 0.7 4.4 -0.064
Cl -9.61706 0.27645 -4.98798 0.1 -0.3 0.2 0.510
C -5.71553 -2.17943 -0.71129 -0.1 -0.2 0.0 -1.951
Cl -8.27262 -2.30245 -5.07111 -0.2 0.2 0.2 0.503
Cl -4.47819 -2.86917 0.36928 -0.7 0.0 -0.1 0.583
F -0.11953 0.53424 4.32335 -0.7 2.6 -2.7 -0.097
Cl -5.73374 -0.40620 -0.53792 -0.1 -0.4 -0.1 0.547
C 1.79238 1.31026 -6.71646 -0.3 -2.2 2.1 -0.081
Cl -7.31462 -2.83495 -0.27794 0.5 0.1 0.0 0.527
H -5.31644 5.06875 2.41882 -0.2 0.3 -0.1 0.047
H 1.44899 -3.50402 2.60544 -2.2 -1.3 -0.9 0.105
Br 6.22396 -4.59960 -6.02957 -0.5 -0.1 0.2 0.589
C 5.77714 0.91868 0.09390 0.8 0.0 4.9 0.004
H 7.59896 -0.70916 0.62260 -1.9 1.9 1.3 0.093
Si 3.49084 3.50754 3.30795 -0.6 0.4 1.1 0.537
C 1.86196 2.60663 3.91061 -0.5 0.0 0.1 -0.240
H 0.01171 -4.36620 3.46817 1.0 0.5 -2.2 0.123
H 6.51961 -3.27993 -1.52022 0.1 0.0 -0.2 0.152
O -2.21336 -1.96362 -6.43945 -0.8 1.2 -0.6 0.037
C 8.99978 -2.36072 -0.63897 1.4 1.1 1.8 -0.523
H -1.86129 -1.59594 -3.99536 0.4 -0.9 2.2 0.073
H 3.74222 5.86073 2.30991 -1.8 -1.6 -0.4 0.063
H 1.36922 3.25951 4.74735 0.9 -1.2 -1.4 0.105
H -5.92140 7.40345 3.44524 0.1 -0.1 -0.2 0.028
C -0.95251 -1.91545 2.51998 -0.6 -1.9 1.8 -0.321
H -2.20282 0.76705 -7.88351 -0.2 0.0 -0.1 0.084
Al -1.35195 4.20859 2.41324 -1.8 0.0 -0.1 0.941
H 5.81873 1.47204 4.58280 -0.3 -0.2 -2.7 0.111
Br 3.46104 -3.52955 -4.76245 1.8 -1.9 0.9 0.749
O 0.82940 -0.11174 0.53619 1.1 -0.9 3.7 -0.262
H 5.77278 0.75346 -1.07592 0.0 0.4 2.8 0.112
H -1.68464 -3.88441 1.38729 1.9 1.1 0.5 0.110
B 1.80803 -0.77117 1.39265 0.3 -1.3 -1.8 -0.790
O -7.45271 1.48760 8.53865 0.2 0.3 -0.2 0.007
H -1.26224 1.59255 0.36914 0.1 0.9 0.6 -0.052
O -6.45122 6.57563 5.36755 1.3 0.2 0.8 0.027
C -2.84866 -0.99944 -6.86307 0.8 -1.3 0.6 -0.489
N -5.42066 6.41397 6.03137 0.1 0.7 0.0 -0.406
C 0.98546 1.79282 -5.34782 1.7 -4.4 -0.8 -0.029
H 2.01100 2.11902 -7.55073 -0.6 -1.8 2.0 0.076
H -4.02586 4.85728 5.89801 0.0 0.2 0.2 0.093
H -4.25754 -1.11405 -5.26325 0.1 0.1 -0.2 0.069
O 9.00295 -2.13272 -1.98236 0.2 -0.4 1.0 0.146
H -6.96335 5.66212 2.08342 0.2 0.1 0.1 0.069
H 3.37655 -5.30751 0.50372 -1.5 -0.6 -1.7 0.077
Cl -5.33568 -2.60729 -2.39862 0.0 0.0 0.4 0.517
O 8.17076 -3.39551 -0.30220 0.9 1.0 0.0 0.074
H -5.74389 4.33272 5.88506 0.1 0.2 0.3 0.083
H 1.11397 -1.71476 -3.59824 0.2 2.2 -1.9 0.060
C 4.70602 2.25566 2.47213 4.0 -3.8 -1.8 -0.171
Br -5.60649 5.69855 0.01803 0.1 -0.1 0.0 0.591
C -0.69946 -3.28621 1.59174 1.9 1.1 -0.1 -0.260
H 3.69996 4.90882 5.48427 1.5 -1.5 -1.0 0.061
C 2.63311 -5.58761 -0.35744 -0.7 0.4 -1.0 -0.149
H 2.87981 -6.62873 -0.86639 -0.3 2.2 1.3 0.067
O -6.19850 3.15784 8.02312 0.2 0.0 0.2 -0.042
H -0.31987 2.31670 -2.90863 0.3 -2.6 0.2 0.132
Cl -8.02308 -0.60688 -2.71985 -0.5 0.1 -0.6 0.474
H -1.52937 -0.74880 -8.52277 -0.2 0.1 0.1 0.082
H 2.14008 -1.29282 3.27901 0.2 2.0 -0.9 0.099
H 3.93507 -5.59215 -6.08463 0.2 0.2 0.4 -0.015
H 1.85248 -5.94348 2.20312 -2.2 0.6 -1.0 0.110
C 0.74647 2.42344 2.69939 1.0 -0.6 1.6 -0.247
O -7.49566 2.28943 6.54264 0.1 0.1 0.0 -0.006
F -1.57673 2.25764 3.56952 1.3 -0.1 -0.1 -0.254
C -5.54316 7.24554 2.43129 -0.2 0.0 0.2 -0.672
H 0.66058 1.11482 -1.81236 -1.4 -0.1 -2.1 0.119
H 4.89817 3.35210 5.53625 -1.2 1.8 -1.1 0.040
H 2.91988 -0.57099 -7.95161 -1.4 1.1 2.1 0.082
C -1.60270 -2.04899 -2.94624 0.9 -0.9 0.2 -0.061
H 2.71932 -4.78457 -1.22589 0.1 -1.6 1.8 0.056
C -0.05691 1.16475 -2.76536 0.5 0.3 -0.2 -0.180
H -4.99724 4.90141 7.41683 0.0 0.0 -0.4 0.089
C -0.46498 1.34294 3.10323 1.1 0.8 1.2 -0.365
C -3.67688 -0.07349 3.46422 -4.5 -2.8 -0.3 -0.234
C -1.02777 -0.89783 -1.87651 -2.0 -2.0 -0.8 -0.406
H 0.26381 3.50726 2.56101 2.0 -2.4 0.3 -0.142
C 6.82818 0.30677 2.71157 -3.1 -0.1 -1.6 -0.080
C 4.49451 -5.09183 -5.28730 0.0 -0.3 0.1 -1.541
C 8.42253 -3.28443 -2.55118 -0.3 0.1 -1.0 -0.327
O -4.73870 -0.86782 3.64932 6.4 4.5 -0.8 -0.103
C 2.04604 -1.34771 -5.80187 -1.9 5.0 0.1 -0.159
H -0.72540 -2.83875 -3.12568 -1.9 1.6 0.3 0.075
H -2.28841 -2.13628 -0.36786 1.0 2.2 -0.2 -0.006
C -5.89764 5.86149 1.93973 -0.2 0.0 -0.1 -0.691
C 4.76932 1.99618 0.83273 2.1 -1.9 1.5 0.024
H -4.94363 -0.56664 -6.80909 0.0 0.2 0.0 0.086
H 4.04981 2.62190 0.12253 1.7 -1.5 1.8 0.110
C 0.81322 -5.60060 1.72642 1.0 0.1 0.5 -0.215
H 5.33486 4.85923 4.47671 -1.9 -1.3 1.0 0.063
O -1.30182 0.40958 -2.48988 3.0 0.2 0.3 -0.206
C 4.42185 4.20624 4.87837 1.0 0.5 -0.1 -0.221
H -2.97590 -0.44262 -0.79651 2.1 -1.3 0.2 0.046
C 0.46536 -4.14235 2.38945 -0.9 -0.7 0.8 -0.222
C 7.49826 -3.77041 -1.48758 -1.0 -1.0 0.1 -0.069
Br 4.66911 -6.36757 -3.82922 0.0 0.2 -0.3 0.553
H -3.51246 1.53664 1.83659 0.5 -2.3 0.4 0.058
H 2.20509 1.60360 4.40301 -1.1 1.7 -1.1 0.093
O 2.23029 -0.42006 2.75782 -2.0 -2.3 -1.7 -0.092
C 1.04072 -5.58929 0.10177 0.0 -1.5 -0.2 -0.245
C 0.71867 0.67193 -4.14241 1.9 -0.6 -3.4 -0.088
H 7.60470 -0.29097 3.38272 -1.8 1.5 -1.6 0.129
C 1.25968 -0.85848 -4.40904 0.8 1.8 -2.5 -0.021
C -9.11738 -1.13541 -4.02288 0.0 0.1 0.1 -1.995
H 9.20859 -3.99709 -2.82273 -0.1 0.1 -0.1 0.183
Br -3.61112 7.47222 2.57020 0.1 0.0 0.0 0.549
H 0.60393 -6.62416 -0.30066 0.8 2.3 0.8 0.111
H -0.24506 -2.93173 0.54672 -1.1 -1.0 2.1 0.073
H 0.03145 -6.42000 2.09543 1.5 1.9 -1.1 0.118
Nb -1.10869 0.01655 1.32619 0.2 -4.1 -2.4 1.743
H 0.64430 2.91915 -5.28091 0.7 -2.6 0.0 0.084
H -3.04050 0.32799 4.38970 -1.4 -0.9 -1.8 0.125
F 7.73536 -2.91417 -3.65498 0.1 0.0 -0.1 0.043
Cl 4.66654 -1.24561 2.79892 2.3 1.1 0.0 0.445
H -3.99397 -0.17477 1.19944 1.6 1.1 1.9 -0.027
H 2.95194 4.67371 1.02672 0.0 0.7 2.2 0.046
H -3.92157 0.53700 -5.83004 -0.1 0.0 -0.1 0.090
H -5.91248 8.04440 1.78219 0.1 -0.3 0.1 0.059
Cl -10.55680 -1.90869 -3.31245 0.4 0.2 -0.2 0.517
H -3.22484 -0.33647 -8.86261 0.0 0.2 0.1 0.084
H 7.34967 -4.85284 -1.52842 0.1 0.2 0.2 0.146
H -1.95040 -2.19396 3.11460 2.0 0.9 -1.0 0.077